Computed, not measured: a cluster of 13 separate species, C98H177FN12O8 in total, with ωB97M-V with the def2-TZVPD basis set.

Values from the calculation:
highest occupied orbital energy: -0.278 hartree
orbital gap: 7.96 eV
relative energy (zero: lowest compared OMol25 entry of this formula, charge and spin): 29.8 kcal/mol
E_LUMO: 0.396 eV
E: -141460.1073 eV
strongest force on any atom: 0.07168 Eh/bohr
net charge: 0

Atoms and positions in Å:
N (20.18, 24.01, 11.92)
C (21.38, 23.31, 11.96)
C (21.48, 21.91, 11.96)
C (20.23, 21.22, 12.06)
C (19.03, 21.88, 11.98)
C (19.03, 23.29, 11.75)
H (22.23, 23.94, 12.17)
H (22.39, 21.32, 12.00)
H (20.19, 20.15, 12.19)
H (18.14, 21.27, 11.96)
H (18.09, 23.77, 11.53)
N (20.72, 14.74, 21.15)
C (22.01, 14.71, 20.61)
C (22.61, 15.93, 20.32)
C (22.05, 17.17, 20.63)
C (20.72, 17.06, 21.09)
C (20.06, 15.87, 21.33)
H (22.36, 13.71, 20.40)
H (23.59, 16.02, 19.87)
H (22.59, 18.07, 20.36)
H (20.26, 17.98, 21.41)
H (19.03, 15.86, 21.65)
N (18.45, 22.36, 15.84)
C (17.23, 22.62, 16.41)
C (16.45, 23.76, 16.17)
C (16.93, 24.72, 15.24)
C (18.20, 24.52, 14.63)
C (18.90, 23.34, 14.99)
H (17.04, 21.92, 17.21)
H (15.48, 23.92, 16.62)
H (16.45, 25.65, 15.00)
H (18.67, 25.28, 14.03)
H (19.86, 23.17, 14.52)
N (15.80, 15.70, 11.45)
C (16.76, 14.90, 11.78)
C (17.40, 14.09, 10.85)
C (17.13, 14.16, 9.48)
C (16.11, 15.06, 9.07)
C (15.52, 15.85, 10.07)
H (17.22, 14.86, 12.76)
H (18.09, 13.40, 11.31)
H (17.47, 13.38, 8.81)
H (15.81, 15.02, 8.04)
H (14.70, 16.50, 9.79)
F (20.29, 13.46, 14.61)
C (19.24, 12.71, 14.08)
C (19.40, 11.89, 12.96)
C (18.31, 11.09, 12.52)
C (17.06, 11.28, 13.14)
C (16.95, 12.07, 14.26)
C (18.03, 12.83, 14.68)
H (20.37, 11.83, 12.50)
H (18.45, 10.46, 11.66)
H (16.18, 10.76, 12.81)
H (15.95, 12.02, 14.68)
H (17.93, 13.60, 15.44)
C (22.63, 22.05, 16.81)
C (23.98, 21.90, 16.10)
C (25.03, 22.38, 17.15)
C (25.48, 21.31, 18.22)
C (25.85, 19.99, 17.57)
C (24.83, 19.40, 16.54)
N (24.30, 20.52, 15.67)
O (23.47, 20.02, 14.70)
C (25.61, 18.23, 15.81)
C (23.54, 18.79, 17.18)
C (24.01, 22.88, 14.89)
H (21.84, 21.63, 16.17)
H (22.50, 23.12, 16.95)
H (22.68, 21.66, 17.83)
H (25.94, 22.79, 16.71)
H (24.61, 23.18, 17.75)
H (24.68, 21.21, 18.95)
H (26.39, 21.65, 18.71)
H (25.81, 19.25, 18.37)
H (26.89, 20.07, 17.24)
H (26.09, 17.53, 16.49)
H (24.95, 17.74, 15.09)
H (26.41, 18.64, 15.19)
H (23.00, 18.17, 16.47)
H (23.81, 18.14, 18.01)
H (22.78, 19.49, 17.51)
H (25.01, 23.05, 14.47)
H (23.67, 23.89, 15.08)
H (23.35, 22.58, 14.07)
H (22.68, 19.79, 15.20)
C (12.12, 24.09, 9.59)
C (12.03, 23.75, 11.19)
C (10.70, 23.01, 11.37)
C (10.46, 22.37, 12.70)
C (11.69, 21.47, 13.01)
C (13.14, 22.16, 12.91)
N (13.23, 22.98, 11.64)
O (14.49, 23.50, 11.33)
C (13.44, 23.00, 14.15)
C (14.12, 21.03, 12.84)
C (11.90, 25.09, 12.04)
H (11.36, 24.80, 9.28)
H (11.94, 23.20, 8.99)
H (13.05, 24.60, 9.35)
H (9.85, 23.68, 11.44)
H (10.53, 22.32, 10.54)
H (9.53, 21.81, 12.70)
H (10.35, 23.16, 13.44)
H (11.70, 20.67, 12.26)
H (11.37, 20.98, 13.93)
H (14.24, 23.68, 13.88)
H (12.55, 23.55, 14.44)
H (13.87, 22.33, 14.90)
H (15.16, 21.38, 12.85)
H (14.11, 20.34, 13.67)
H (14.01, 20.44, 11.93)
H (11.72, 24.82, 13.07)
H (11.14, 25.80, 11.72)
H (12.88, 25.56, 11.98)
H (14.57, 24.18, 12.01)
C (12.04, 16.22, 15.56)
C (12.36, 15.38, 14.37)
C (11.03, 14.50, 14.25)
C (9.84, 15.22, 13.58)
C (10.16, 15.93, 12.31)
C (11.45, 16.81, 12.41)
N (12.57, 16.06, 13.11)
O (13.82, 16.83, 13.16)
C (11.84, 17.11, 10.97)
C (11.07, 18.14, 13.12)
C (13.59, 14.33, 14.69)
H (12.59, 15.88, 16.44)
H (11.01, 16.03, 15.86)
H (12.20, 17.29, 15.45)
H (11.38, 13.78, 13.52)
H (10.70, 14.01, 15.17)
H (9.54, 16.02, 14.27)
H (8.96, 14.59, 13.43)
H (9.33, 16.61, 12.13)
H (10.20, 15.27, 11.44)
H (12.15, 16.30, 10.31)
H (11.10, 17.70, 10.43)
H (12.69, 17.79, 10.91)
H (10.71, 18.83, 12.35)
H (10.31, 18.12, 13.89)
H (12.01, 18.47, 13.57)
H (13.61, 13.65, 13.84)
H (13.47, 13.81, 15.64)
H (14.56, 14.81, 14.74)
H (14.43, 16.34, 12.61)
C (24.22, 15.00, 9.45)
C (23.12, 15.78, 10.20)
C (21.77, 15.05, 9.81)
C (20.52, 15.41, 10.67)
C (20.97, 15.22, 12.21)
C (22.25, 16.02, 12.61)
N (23.34, 15.69, 11.66)
O (24.59, 16.07, 12.16)
C (21.99, 17.53, 12.74)
C (22.51, 15.35, 14.00)
C (23.12, 17.24, 9.65)
H (24.15, 13.94, 9.70)
H (25.22, 15.33, 9.73)
H (24.05, 15.17, 8.39)
H (21.47, 15.39, 8.82)
H (22.01, 13.99, 9.73)
H (19.72, 14.73, 10.37)
H (20.19, 16.44, 10.55)
H (21.17, 14.16, 12.39)
H (20.21, 15.48, 12.94)
H (21.18, 17.92, 12.13)
H (21.66, 17.64, 13.77)
H (22.89, 18.12, 12.60)
H (23.38, 15.83, 14.44)
H (21.64, 15.48, 14.64)
H (22.69, 14.27, 13.92)
H (22.21, 17.79, 9.92)
H (23.15, 17.20, 8.56)
H (23.99, 17.74, 10.08)
H (24.59, 16.99, 11.88)
C (19.22, 19.68, 18.26)
C (18.91, 18.45, 17.37)
C (17.68, 17.76, 18.09)
C (16.89, 16.82, 17.16)
C (16.50, 17.45, 15.90)
C (17.66, 18.04, 15.05)
N (18.51, 18.86, 15.99)
O (19.40, 19.75, 15.42)
C (18.51, 17.02, 14.33)
C (16.97, 19.02, 14.02)
C (20.13, 17.46, 17.31)
H (19.84, 20.40, 17.73)
H (19.72, 19.45, 19.20)
H (18.32, 20.21, 18.57)
H (18.02, 17.33, 19.04)
H (16.97, 18.51, 18.42)
H (15.97, 16.39, 17.56)
H (17.49, 15.92, 17.01)
H (15.65, 18.12, 16.00)
H (16.16, 16.61, 15.29)
H (18.87, 16.18, 14.93)
H (18.12, 16.62, 13.39)
H (19.40, 17.51, 13.94)
H (16.43, 19.79, 14.58)
H (17.64, 19.50, 13.31)
H (16.41, 18.38, 13.34)
H (20.68, 17.46, 18.25)
H (20.88, 17.68, 16.55)
H (19.76, 16.44, 17.20)
H (18.96, 20.58, 15.62)
C (19.57, 22.32, 23.41)
C (19.79, 22.73, 21.95)
C (18.31, 22.83, 21.29)
C (18.41, 23.46, 19.87)
C (19.00, 24.85, 20.03)
C (20.33, 24.97, 20.75)
N (20.40, 24.12, 21.96)
O (21.59, 24.25, 22.74)
C (21.54, 24.63, 19.76)
C (20.34, 26.44, 21.20)
C (20.67, 21.67, 21.28)
H (19.30, 23.12, 24.11)
H (20.55, 22.00, 23.75)
H (18.88, 21.48, 23.38)
H (17.85, 21.85, 21.17)
H (17.67, 23.50, 21.86)
H (17.46, 23.50, 19.34)
H (19.03, 22.81, 19.26)
H (18.23, 25.45, 20.51)
H (19.04, 25.31, 19.04)
H (22.45, 24.91, 20.28)
H (21.61, 23.59, 19.45)
H (21.54, 25.13, 18.79)
H (19.47, 26.77, 21.76)
H (21.19, 26.69, 21.83)
H (20.40, 27.09, 20.33)
H (20.66, 21.69, 20.19)
H (20.47, 20.67, 21.68)
H (21.68, 21.70, 21.68)
H (22.33, 23.97, 22.19)
C (12.83, 18.66, 20.75)
C (13.38, 19.57, 19.61)
C (13.45, 18.76, 18.24)
C (13.55, 19.69, 16.99)
C (12.34, 20.62, 16.94)
C (12.25, 21.51, 18.22)
N (12.37, 20.67, 19.44)
O (12.11, 21.42, 20.63)
C (13.32, 22.62, 18.17)
C (10.93, 22.27, 18.10)
C (14.79, 20.05, 20.01)
H (11.81, 18.32, 20.60)
H (13.34, 17.70, 20.84)
H (13.00, 19.08, 21.74)
H (14.36, 18.16, 18.30)
H (12.57, 18.15, 18.01)
H (14.52, 20.16, 17.07)
H (13.60, 19.11, 16.07)
H (11.42, 20.15, 16.60)
H (12.50, 21.29, 16.10)
H (13.27, 23.18, 19.10)
H (13.20, 23.31, 17.33)
H (14.34, 22.24, 18.06)
H (10.04, 21.68, 18.35)
H (10.89, 22.86, 17.19)
H (10.82, 22.93, 18.95)
H (15.39, 19.15, 20.18)
H (15.30, 20.66, 19.27)
H (14.83, 20.61, 20.95)
H (11.21, 21.17, 20.86)
C (16.04, 14.07, 21.66)
C (16.09, 13.41, 20.25)
C (17.45, 13.98, 19.66)
C (17.80, 13.31, 18.36)
C (17.86, 11.80, 18.57)
C (16.58, 11.15, 19.12)
N (16.23, 11.97, 20.36)
O (15.07, 11.49, 21.00)
C (15.44, 11.02, 18.06)
C (16.99, 9.77, 19.57)
C (14.80, 13.95, 19.50)
H (15.07, 13.76, 22.06)
H (16.02, 15.16, 21.71)
H (16.79, 13.70, 22.36)
H (17.36, 15.06, 19.57)
H (18.24, 13.88, 20.41)
H (18.71, 13.71, 17.93)
H (17.10, 13.65, 17.60)
H (18.69, 11.55, 19.23)
H (18.03, 11.40, 17.57)
H (15.35, 11.88, 17.39)
H (15.57, 10.21, 17.35)
H (14.45, 10.88, 18.51)
H (17.06, 9.03, 18.77)
H (17.89, 9.69, 20.18)
H (16.33, 9.22, 20.23)
H (14.81, 14.99, 19.17)
H (13.90, 13.76, 20.09)
H (14.62, 13.45, 18.54)
H (15.48, 11.17, 21.81)